(1)
C23H14ClN3O5Ta | the ωB97M-V functional and the def2-TZVPD basis

Element x y z (Å)
Ta  0.56  0.09  0.24
Cl  0.20  -5.35  5.21
C  0.43  -3.98  4.23
C  1.01  -2.82  4.77
C  1.21  -1.69  3.99
C  0.81  -1.72  2.68
O  1.00  -0.61  1.87
C  0.24  -2.86  2.09
C  -0.05  -2.94  0.71
N  0.01  -1.93  -0.13
C  0.00  -2.14  -1.54
C  -0.76  -3.04  -2.24
C  -0.57  -3.19  -3.63
C  0.37  -2.44  -4.29
C  1.15  -1.49  -3.60
C  2.17  -0.73  -4.20
C  2.91  0.17  -3.46
C  2.61  0.35  -2.12
N  1.65  -0.36  -1.49
C  0.93  -1.33  -2.22
C  0.06  -4.00  2.90
H  1.31  -2.82  5.81
H  1.67  -0.80  4.41
H  -0.29  -3.92  0.30
H  -1.50  -3.65  -1.74
H  -1.17  -3.91  -4.17
H  0.54  -2.59  -5.36
H  2.38  -0.85  -5.26
H  3.71  0.75  -3.90
H  3.13  1.08  -1.53
H  -0.37  -4.91  2.48
O  -1.33  0.47  -0.26
C  -2.04  1.56  -0.20
C  -1.60  2.79  0.26
C  -2.51  3.88  0.29
C  -2.06  5.09  0.75
C  -0.75  5.27  1.17
C  0.17  4.22  1.15
C  -0.26  3.00  0.69
O  0.58  1.94  0.63
N  -3.01  6.24  0.79
O  -4.12  6.02  0.37
O  -2.56  7.28  1.19
H  -3.06  1.46  -0.57
H  -3.54  3.78  -0.03
H  -0.46  6.26  1.53
H  1.19  4.37  1.47

Properties
* E_LUMO: -11.85 eV
* orbital gap: 0.20282 Eh
* net charge: +3

---

(2)
C61H43BrI4MgN7OS | the ωB97M-V functional and the def2-TZVPD basis

Element x y z (Å)
Mg  -1.05  0.23  0.17
I  0.04  2.05  9.78
C  -0.34  1.68  7.75
C  -1.24  2.49  7.07
C  -1.48  2.24  5.73
C  -0.84  1.20  5.06
C  0.06  0.41  5.76
C  0.31  0.64  7.11
C  -1.08  0.96  3.60
C  -1.57  -0.28  3.23
C  -2.00  -1.31  4.15
C  -2.23  -2.42  3.43
C  -1.99  -2.07  2.03
C  -2.22  -2.91  0.91
C  -1.91  -4.35  0.93
C  -1.42  -5.02  2.07
C  -1.04  -6.35  2.04
C  -1.10  -7.06  0.85
I  -0.50  -9.06  0.80
C  -1.50  -6.43  -0.31
C  -1.88  -5.09  -0.27
C  -2.74  -2.32  -0.28
N  -2.50  -1.06  -0.70
C  -3.29  -0.86  -1.81
C  -3.29  0.27  -2.61
C  -4.10  0.24  -3.86
C  -3.84  -0.70  -4.85
C  -4.59  -0.73  -6.03
C  -5.60  0.20  -6.21
I  -6.73  0.16  -7.97
C  -5.88  1.15  -5.24
C  -5.12  1.16  -4.07
C  -2.53  1.45  -2.36
C  -2.40  2.56  -3.27
C  -1.55  3.45  -2.68
C  -1.17  2.87  -1.42
N  -1.77  1.65  -1.26
C  -0.39  3.52  -0.45
C  -0.28  3.10  0.88
C  0.38  3.82  1.95
C  0.11  3.14  3.09
C  -0.66  1.98  2.71
N  -0.86  1.97  1.38
C  0.26  4.80  -0.85
C  -0.08  6.01  -0.25
C  0.53  7.20  -0.62
C  1.49  7.17  -1.62
I  2.43  8.96  -2.18
C  1.85  5.99  -2.24
C  1.23  4.81  -1.85
C  -4.10  -2.03  -2.05
C  -3.74  -2.95  -1.13
N  -1.64  -0.77  1.94
H  -1.75  3.29  7.58
H  -2.18  2.87  5.19
H  0.59  -0.38  5.24
H  1.02  0.02  7.65
H  -2.14  -1.18  5.22
H  -2.65  -3.34  3.79
H  -1.28  -4.48  2.99
H  -0.67  -6.82  2.94
H  -1.49  -6.95  -1.25
H  -2.10  -4.60  -1.20
H  -3.04  -1.42  -4.71
H  -4.38  -1.47  -6.79
H  -6.67  1.87  -5.38
H  -5.34  1.90  -3.31
H  -2.89  2.66  -4.23
H  -1.23  4.40  -3.06
H  0.97  4.72  1.84
H  0.44  3.38  4.09
H  -0.85  6.02  0.51
H  0.25  8.13  -0.15
H  2.60  5.97  -3.01
H  1.51  3.88  -2.33
H  -4.88  -2.12  -2.79
H  -4.18  -3.92  -0.97
C  4.48  -2.12  3.16
C  4.50  -0.60  3.04
N  4.26  -0.10  1.70
C  5.42  0.18  0.85
C  5.77  -0.95  -0.11
C  2.99  0.04  1.21
S  1.65  -0.30  2.21
N  2.98  0.46  -0.08
C  1.91  0.60  -0.84
O  0.71  0.34  -0.61
C  2.20  1.11  -2.23
C  3.47  1.56  -2.61
C  3.69  2.05  -3.89
C  2.65  2.08  -4.81
C  1.39  1.61  -4.45
C  1.17  1.13  -3.17
H  4.64  -2.42  4.20
H  5.25  -2.58  2.54
H  3.50  -2.49  2.84
H  5.48  -0.22  3.35
H  3.75  -0.17  3.70
H  6.26  0.37  1.52
H  5.22  1.09  0.29
H  5.95  -1.88  0.42
H  6.67  -0.70  -0.68
H  4.94  -1.10  -0.81
H  4.26  1.53  -1.87
H  4.67  2.41  -4.16
H  2.83  2.47  -5.81
H  0.58  1.63  -5.17
H  0.20  0.77  -2.88
Br  -0.32  -2.23  -3.30
C  0.50  -3.18  -1.86
C  1.10  -4.40  -2.15
C  1.70  -5.08  -1.11
C  1.66  -4.52  0.16
C  1.03  -3.30  0.33
N  0.45  -2.63  -0.67
H  1.09  -4.79  -3.16
H  2.17  -6.04  -1.28
H  2.11  -5.02  1.01
H  0.97  -2.82  1.30

Properties
* E_LUMO (alpha / beta): 0.98 / 0.98 eV
* orbital gap (alpha / beta): 0.19272 / 0.19270 Eh
* net charge: -1

---

(3)
C3H16NO4 | the ωB97M-V functional and the def2-TZVPD basis

Element x y z (Å)
C  -2.08  -1.15  1.86
C  -1.02  -0.76  0.85
C  1.13  0.42  1.12
N  0.35  -0.49  1.44
H  -2.67  -0.30  1.86
H  -2.66  -2.01  1.53
H  -1.81  -1.44  2.93
H  -1.08  -1.43  -0.11
H  -1.39  0.25  0.30
H  1.93  0.70  1.80
H  1.13  1.09  0.24
H  0.70  -1.32  2.17
H  -1.31  2.83  1.01
H  -1.58  3.49  -0.18
O  -1.58  2.66  0.20
H  4.13  -1.29  0.06
H  3.71  -0.31  -1.07
O  3.72  -0.46  -0.05
H  -1.57  -0.93  -3.31
H  -2.08  -0.28  -2.13
O  -1.28  -0.69  -2.48
H  0.04  0.61  -2.16
H  0.65  -0.81  -2.04
O  0.79  0.17  -1.92

Properties
* E_LUMO: -4.02 eV
* orbital gap: 0.38112 Eh
* net charge: +1